1.
The following is a quantum chemistry calculation of 2 unconnected molecules or ions with the total composition C2H4Cl2N2 in a non-equilibrium geometry, from the Open Molecules 2025 dataset.

Geometry as XYZ:
```
10
Properties=species:S:1:pos:R:3:forces:R:3
C 1.1867 -0.6868 0.0985 1.111 -0.524 0.393
C 0.5078 0.3684 -0.5876 -0.217 0.132 -0.274
N -2.2681 0.1457 0.2605 0.641 -0.785 -0.490
N -3.3709 -0.1685 0.3370 -0.336 0.285 0.210
Cl 3.0887 -0.5602 -0.0827 -0.705 0.087 0.023
Cl 0.1206 1.7996 0.2301 0.414 0.405 0.020
H 0.9991 -1.6692 -0.3242 -0.107 0.071 0.025
H 1.0579 -0.6726 1.1766 -0.120 -0.057 -0.085
H 0.4533 0.4099 -1.6602 -0.092 0.070 -0.115
H -1.7752 1.0336 0.5520 -0.589 0.317 0.293
```
Forces are in eV/Å.

Gap between HOMO and LUMO (spin up / spin down) = 9.48 / 6.84 eV
E_tot = -30160.3828 eV
Net charge = 0
Relative energy (zero: lowest compared OMol25 entry of this formula, charge and spin) = 3.3156 eV
Molecular weight = 126.97 g mol⁻¹
LUMO level (spin up / spin down) = 0.63 / -1.12 eV

Atom charges from the Löwdin analysis, given in e for atoms 1 to 6: atom 1 (C): -0.584, atom 2 (C): -0.643, atom 3 (N): -0.082, atom 4 (N): 0.052, atom 5 (Cl): 0.405, atom 6 (Cl): 0.696

2.
The following is a quantum chemistry calculation of a single C2H4Cl2S molecule in a non-equilibrium geometry, from the Open Molecules 2025 dataset.

Geometry as XYZ:
```
9
Properties=species:S:1:pos:R:3:forces:R:3
C -0.5814 0.5855 0.8493 1.814 -2.722 -1.807
C 0.4405 -0.3299 -0.1777 -1.488 3.429 1.402
S -0.1355 0.2405 -1.8387 -0.172 2.107 1.798
Cl 0.2250 -2.0198 0.0330 0.111 -0.721 0.173
Cl 2.2155 0.1905 0.0936 -1.314 -0.579 -0.034
H -0.7603 0.1904 1.8039 -0.071 -1.761 1.204
H -0.0188 1.4038 1.1632 0.461 2.248 -0.623
H -1.5368 0.6213 0.3575 -0.083 0.824 -0.307
H 0.1518 -0.8823 -2.2842 0.743 -2.825 -1.805
```
Forces are in eV/Å.

Gap between HOMO and LUMO = 10.29 eV
E_tot = -38017.7948 eV
Net charge = 0
Relative energy (zero: lowest compared OMol25 entry of this formula, charge and spin) = 1.2289 eV
Molecular weight = 131.03 g mol⁻¹
LUMO level = 0.57 eV
Structure (SMILES) = CC(S)(Cl)Cl

Atom charges from the Löwdin analysis, given in e for atoms 1 to 6: atom 1 (C): -0.152, atom 2 (C): -1.502, atom 3 (S): 0.706, atom 4 (Cl): 0.599, atom 5 (Cl): 0.455, atom 6 (H): 0.040

3.
The following is a quantum chemistry calculation of 2 unconnected molecules or ions with the total composition C2H4Cl4Si in a non-equilibrium geometry, from the Open Molecules 2025 dataset.

Geometry as XYZ:
```
11
Properties=species:S:1:pos:R:3:forces:R:3
C -1.3746 0.9776 0.1305 1.250 -0.693 -1.143
Si -0.5389 -0.0516 -1.2482 0.895 -1.478 2.462
Cl -1.1310 0.3073 -3.0932 -0.276 0.225 -1.075
C 0.5498 -1.3919 -0.8478 -1.259 1.256 -1.131
Cl 0.8739 -1.6450 0.8376 0.149 -0.419 -0.214
Cl 1.2815 -2.4775 -2.0328 -0.293 0.596 0.828
H -1.1161 1.9823 -0.1013 0.324 1.108 -0.126
H -2.4387 0.9594 0.1243 -0.837 -0.467 0.069
H -0.9326 0.7412 1.0870 -0.106 -0.253 0.223
Cl 3.0482 0.2693 2.5705 0.362 0.132 0.129
H 1.7784 0.3289 2.5733 -0.209 -0.007 -0.022
```
Forces are in eV/Å.

Gap between HOMO and LUMO = 8.04 eV
E_tot = -60106.1037 eV
Net charge = 0
Relative energy (zero: lowest compared OMol25 entry of this formula, charge and spin) = 4.9898 eV
Molecular weight = 197.95 g mol⁻¹
LUMO level = 0.05 eV
Structure (SMILES) = C[Si](Cl)=C(Cl)Cl.Cl

Atom charges from the Löwdin analysis, given in e for atoms 1 to 6: atom 1 (C): -0.206, atom 2 (Si): 0.188, atom 3 (Cl): 0.380, atom 4 (C): -1.368, atom 5 (Cl): 0.503, atom 6 (Cl): 0.491

4.
The following is a quantum chemistry calculation of a molecular structure, C2H4Cl5Hg in a non-equilibrium geometry, from the Open Molecules 2025 dataset.

Geometry as XYZ:
```
12
Properties=species:S:1:pos:R:3:forces:R:3
Hg -3.8252 -1.4289 0.8375 2.432 0.990 0.531
Cl -1.4305 -0.4272 1.3296 -2.486 -1.070 -0.481
C 1.0813 -2.1567 -0.4521 -0.678 0.882 -0.769
Cl 1.0849 -3.4879 0.6266 0.224 -1.264 0.743
Cl 2.3443 -2.1349 -1.6825 0.089 0.008 0.349
H 0.1421 -2.1963 -1.0039 0.097 0.190 0.097
H 1.1087 -1.2759 0.1895 0.289 0.231 -0.443
C -0.1938 2.5116 0.0732 0.386 0.318 -0.016
Cl -0.9351 4.1496 -0.1395 0.384 -1.200 0.220
Cl 1.5306 2.4800 -0.3786 -0.390 0.020 -0.118
H -0.1850 2.2025 1.1185 -0.371 0.449 0.025
H -0.7223 1.7642 -0.5185 0.022 0.445 -0.138
```
Forces are in eV/Å.

Gap between HOMO and LUMO = 3.23 eV
E_tot = -68915.0754 eV
Net charge = +1
Relative energy (zero: lowest compared OMol25 entry of this formula, charge and spin) = 0.0000 eV
Molecular weight = 405.91 g mol⁻¹
LUMO level = -10.22 eV

Atom charges from the Löwdin analysis, given in e for atoms 1 to 6: atom 1 (Hg): 1.090, atom 2 (Cl): 0.003, atom 3 (C): -1.146, atom 4 (Cl): 0.561, atom 5 (Cl): 0.555, atom 6 (H): 0.007

5.
The following is a quantum chemistry calculation of a molecular structure, C2H4ClFO in a non-equilibrium geometry, from the Open Molecules 2025 dataset.

Geometry as XYZ:
```
9
Properties=species:S:1:pos:R:3:forces:R:3
C 0.7851 -0.2151 -0.3139 -0.221 -0.006 -2.537
C -0.5037 -0.1432 0.6597 0.702 -1.170 0.833
H -0.6333 0.9159 -1.3325 5.683 0.577 -1.247
H 0.7533 -1.4896 -0.7779 0.014 4.236 1.091
H 1.8248 -0.0352 0.1085 -1.719 -0.254 -0.151
H -0.6270 -1.2341 1.0790 -0.347 2.285 -0.927
O 0.6459 0.9484 -1.4934 -5.701 -3.779 4.126
F -1.5970 0.3073 -0.0887 0.659 -1.054 0.092
Cl -0.6480 0.9457 2.1592 0.931 -0.835 -1.280
```
Forces are in eV/Å.

Gap between HOMO and LUMO = 11.21 eV
E_tot = -19422.3206 eV
Net charge = 0
Relative energy (zero: lowest compared OMol25 entry of this formula, charge and spin) = 3.5775 eV
Molecular weight = 98.50 g mol⁻¹
LUMO level = 0.64 eV

Atom charges from the Löwdin analysis, given in e for atoms 1 to 6: atom 1 (C): -0.152, atom 2 (C): -0.654, atom 3 (H): 0.228, atom 4 (H): 0.185, atom 5 (H): 0.103, atom 6 (H): 0.123

6.
The following is a quantum chemistry calculation of a molecular structure, C2H4ClI in a non-equilibrium geometry, from the Open Molecules 2025 dataset.

Geometry as XYZ:
```
8
Properties=species:S:1:pos:R:3:forces:R:3
C 1.4819 -0.3272 0.0859 -0.179 -1.869 -1.013
C -2.4927 0.7045 -0.8149 -0.206 -0.983 -1.424
Cl -2.2364 2.0649 0.0525 0.163 0.719 1.096
I -2.7665 -1.0908 0.2282 0.033 0.256 0.335
H 1.7852 0.6563 0.2399 0.138 1.937 0.126
H 1.4592 -0.7918 1.0517 -0.018 -0.400 0.561
H 0.4456 -0.4159 -0.3465 1.373 0.127 0.054
H 2.3239 -0.8000 -0.4968 -1.304 0.214 0.265
```
Forces are in eV/Å.

Gap between HOMO and LUMO = 7.63 eV
E_tot = -22758.4293 eV
Net charge = 0
Relative energy (zero: lowest compared OMol25 entry of this formula, charge and spin) = 3.3003 eV
Molecular weight = 190.41 g mol⁻¹
LUMO level = -1.21 eV

Atom charges from the Löwdin analysis, given in e for atoms 1 to 6: atom 1 (C): -0.047, atom 2 (C): -1.162, atom 3 (Cl): 0.525, atom 4 (I): 0.658, atom 5 (H): -0.018, atom 6 (H): 0.003

7.
The following is a quantum chemistry calculation of 3 unconnected molecules or ions with the total composition C2H4ClIN2O in a non-equilibrium geometry, from the Open Molecules 2025 dataset.

Geometry as XYZ:
```
11
Properties=species:S:1:pos:R:3:forces:R:3
C 0.8515 -1.5862 1.3185 -1.806 -0.520 -0.373
C 1.1482 1.1205 0.2421 1.867 -1.455 -0.120
N 1.9040 -1.2623 1.7414 1.713 0.264 0.657
N -0.0102 1.4313 -0.1933 0.571 4.294 2.713
O -0.2307 -1.9857 1.0275 1.379 0.586 0.116
Cl 1.7746 2.0994 1.5341 -0.348 0.635 -0.201
I -3.7592 -0.3843 0.1029 -0.319 -0.050 0.256
H -5.0065 -0.3079 1.1416 0.332 0.036 -0.261
H 2.7093 -0.6366 1.6525 -1.215 -0.637 -0.231
H -0.5468 0.7870 -0.5826 -2.242 -3.732 -2.892
H -0.5948 2.1631 0.1911 0.067 0.578 0.336
```
Forces are in eV/Å.

Gap between HOMO and LUMO = 9.17 eV
E_tot = -27787.3743 eV
Net charge = 0
Relative energy (zero: lowest compared OMol25 entry of this formula, charge and spin) = 2.0889 eV
Molecular weight = 234.42 g mol⁻¹
LUMO level = 0.22 eV

Atom charges from the Löwdin analysis, given in e for atoms 1 to 6: atom 1 (C): -0.457, atom 2 (C): -0.608, atom 3 (N): 0.190, atom 4 (N): 0.024, atom 5 (O): 0.072, atom 6 (Cl): 0.542

8.
The following is a quantum chemistry calculation of 2 unconnected molecules or ions with the total composition C2H4ClN in a non-equilibrium geometry, from the Open Molecules 2025 dataset.

Geometry as XYZ:
```
8
Properties=species:S:1:pos:R:3:forces:R:3
C 1.3717 0.3260 1.0163 1.112 -2.528 2.643
C -1.5870 -0.3489 -1.1054 -0.260 -1.158 1.964
N 0.4611 -0.4877 1.2248 -0.226 0.261 -0.613
Cl -0.7705 0.8250 -1.9261 0.652 1.214 -0.802
H 2.3367 -0.0507 1.5167 -0.595 0.691 -1.039
H 1.2876 1.3433 0.7893 -0.222 1.542 -0.940
H -1.5910 -0.2660 0.0031 -0.248 0.066 -1.061
H -1.5085 -1.3408 -1.5188 -0.213 -0.088 -0.154
```
Forces are in eV/Å.

Gap between HOMO and LUMO (spin up / spin down) = 9.93 / 7.97 eV
E_tot = -16146.9651 eV
Net charge = 0
Relative energy (zero: lowest compared OMol25 entry of this formula, charge and spin) = 4.1123 eV
Molecular weight = 77.51 g mol⁻¹
LUMO level (spin up / spin down) = 0.10 / -0.35 eV

Atom charges from the Löwdin analysis, given in e for atoms 1 to 6: atom 1 (C): -0.184, atom 2 (C): -0.569, atom 3 (N): 0.090, atom 4 (Cl): 0.555, atom 5 (H): 0.093, atom 6 (H): 0.037